The following is a DFT calculation (ωB97M-V/def2-TZVPD) of a 14-piece molecular cluster, C6H38NO14 overall at a distorted geometry.

Atoms and positions in Å:
O 0.539 -1.493 -1.657
C 0.597 -0.625 -0.829
C -0.555 -0.522 0.157
C -1.183 0.898 -0.023
C -2.270 1.167 1.055
C -1.957 1.136 2.348
C -3.555 1.773 0.451
N -1.563 -1.697 -0.090
H 1.521 -0.108 -0.525
H -0.030 -0.721 1.154
H -1.584 0.952 -0.932
H -0.504 1.683 -0.091
H -2.489 1.483 3.132
H -0.852 0.727 2.617
H -3.177 2.459 -0.303
H -3.870 2.409 1.340
H -4.351 1.220 0.178
H -2.579 -1.425 0.261
H -1.219 -2.611 0.353
H -1.573 -1.796 -1.234
H -0.156 0.669 -4.142
H 0.595 -0.239 -3.224
O -0.093 -0.286 -4.014
H 0.096 3.185 -1.278
H 1.674 3.149 -1.186
O 0.918 3.023 -1.720
H 2.789 -1.710 -0.896
H 4.225 -1.339 -0.516
O 3.268 -1.012 -0.466
H 1.526 -1.761 1.954
H 2.647 -0.705 2.201
O 1.781 -0.870 2.296
H 2.401 -2.575 -3.108
H 3.344 -1.509 -2.355
O 3.263 -2.212 -2.951
H 2.577 1.005 -3.632
H 1.560 1.709 -2.756
O 2.209 1.011 -2.748
H -1.850 3.604 -1.506
H -1.189 4.473 -0.314
O -1.309 3.686 -0.734
H 1.365 0.969 3.360
H 2.787 1.402 3.457
O 2.054 1.074 3.981
H -2.512 -2.508 2.494
H -3.892 -1.585 2.534
O -3.061 -1.878 2.055
H -0.458 -1.774 4.344
H -1.232 -1.269 2.941
O -0.816 -2.050 3.379
H -0.698 -2.487 -2.875
H -1.177 -1.196 -3.280
O -1.442 -1.946 -2.676
H 3.541 3.547 0.248
H 3.089 2.142 -0.535
O 2.797 2.932 -0.005
H -0.408 -3.740 2.104
H 0.316 -4.374 0.825
O 0.127 -3.467 1.383

Output
**Total charge**: +1
**E_HOMO**: -12.423 eV
**Max |F|**: 6.14 eV/A
**Kohn-Sham gap**: 9.85 eV
**Calculated total energy**: -36983.93290 eV
**Multiplicity**: 1